Molecular formula: CH5N3OS
Method: DFT, ωB97M-V with the def2-TZVPD basis set

Computed properties:
Energy: -18466.9363 eV
Molecular weight: 107.14 u
Max |F|: 5.6 eV/A
ΔE to the lowest compared entry with this formula, charge and spin: 337.6 kJ/mol

Geometry (Å):
H: 0.67 2.25 0.06
N: -0.37 1.93 0.01
C: -0.25 0.72 -0.27
N: -1.54 0.01 -0.13
O: -1.23 -1.50 0.18
N: 0.81 -0.27 -0.60
S: 2.52 -0.22 -0.01
H: -2.22 0.37 0.79
H: -1.29 -1.83 -0.65
H: 0.45 -1.17 -0.66
H: 2.44 -0.30 1.29



Molecular formula: C4H4N2O
Method: DFT, ωB97M-V with the def2-TZVPD basis set

Computed properties:
Energy: -9236.6507 eV
Molecular weight: 96.09 u
Max |F|: 2.4 eV/A
ΔE to the lowest compared entry with this formula, charge and spin: 370.2 kJ/mol

Geometry (Å):
N: -0.41 -0.65 2.83
C: 0.25 -0.18 1.85
C: 0.36 0.23 0.53
N: 1.15 0.33 -0.42
C: 0.69 0.29 -1.67
C: -0.72 0.12 -1.76
O: -1.39 0.00 -0.71
H: -1.40 -0.85 2.66
H: 1.29 0.21 1.96
H: 1.35 0.41 -2.51
H: -1.18 0.09 -2.76



Molecular formula: C24H28AgCl3N4
Method: DFT, ωB97M-V with the def2-TZVPD basis set

Computed properties:
Energy: -72842.1621 eV
Molecular weight: 586.74 u
Spin multiplicity: 2
Total charge: +3
Max |F|: 2.7 eV/A
ΔE to the lowest compared entry with this formula, charge and spin: 0.0 kJ/mol

Geometry (Å):
Ag: -0.06 1.23 2.09
C: -0.21 -9.61 1.29
N: -0.89 -8.25 1.41
C: -0.19 -7.30 2.08
C: -0.79 -6.08 2.35
C: -2.06 -5.75 1.83
C: -2.59 -6.73 0.93
C: -2.08 -7.99 0.77
C: -2.65 -4.42 2.11
C: -1.83 -3.21 2.06
C: -2.44 -1.99 2.40
N: -3.72 -1.97 2.89
C: -4.51 -3.04 2.93
C: -3.98 -4.22 2.45
C: -4.32 -0.71 3.15
H: -0.25 -10.16 2.23
H: 0.84 -9.36 1.17
H: -0.74 -10.13 0.50
H: 0.71 -7.67 2.54
H: -0.37 -5.31 2.98
H: -3.49 -6.45 0.39
H: -2.38 -8.73 0.04
H: -0.87 -3.34 1.60
H: -2.01 -1.01 2.25
H: -5.52 -3.00 3.31
H: -4.70 -5.03 2.43
H: -5.28 -0.96 3.61
H: -4.33 -0.26 2.15
H: -3.62 -0.33 3.89
C: -0.78 1.01 -2.11
N: 0.19 2.11 -2.32
C: 0.29 2.81 -3.56
C: 1.23 3.81 -3.73
C: 2.11 4.03 -2.61
C: 2.05 3.24 -1.43
C: 1.10 2.27 -1.35
C: 2.98 5.31 -2.65
C: 3.55 5.92 -3.82
C: 4.20 7.17 -3.66
N: 4.45 7.73 -2.45
C: 4.03 7.12 -1.35
C: 3.28 5.95 -1.46
C: 5.14 8.98 -2.23
H: -0.43 0.10 -2.59
H: -1.72 1.41 -2.49
H: -1.00 0.86 -1.05
H: -0.41 2.56 -4.35
H: 1.24 4.35 -4.66
H: 2.72 3.25 -0.57
H: 0.87 1.67 -0.49
H: 3.34 5.47 -4.78
H: 4.52 7.73 -4.53
H: 4.37 7.56 -0.43
H: 2.81 5.57 -0.56
H: 5.21 9.51 -3.18
H: 6.18 8.84 -1.93
H: 4.57 9.56 -1.51
Cl: -0.47 0.31 4.75
Cl: 1.18 3.67 2.25
Cl: -2.46 1.95 1.02



Molecular formula: C14H9ClN2O3S
Method: DFT, ωB97M-V with the def2-TZVPD basis set

Computed properties:
Energy: -47144.7525 eV
Molecular weight: 320.76 u
Max |F|: 1.5 eV/A
ΔE to the lowest compared entry with this formula, charge and spin: 0.0 kJ/mol

Geometry (Å):
O: 1.85 3.95 -5.68
C: 1.57 3.36 -4.67
N: 2.41 3.05 -3.62
C: 1.77 2.35 -2.60
O: 2.31 1.97 -1.59
C: 0.38 2.22 -3.08
C: -0.71 1.63 -2.52
C: -0.81 0.97 -1.27
C: -1.92 0.36 -0.71
C: -1.53 -0.13 0.54
C: -0.19 0.20 0.67
S: 0.94 0.00 1.97
C: 0.28 -1.46 2.75
C: 0.25 -1.51 4.14
C: -0.21 -2.64 4.79
C: -0.64 -3.72 4.04
Cl: -1.23 -5.14 4.83
C: -0.60 -3.69 2.65
C: -0.13 -2.56 2.01
O: 0.24 0.86 -0.41
N: 0.35 2.84 -4.32
H: 3.38 3.31 -3.60
H: -1.63 1.65 -3.08
H: -2.89 0.28 -1.15
H: -2.12 -0.66 1.26
H: 0.59 -0.66 4.71
H: -0.23 -2.68 5.86
H: -0.93 -4.54 2.08
H: -0.08 -2.53 0.93
H: -0.47 2.92 -4.90



Molecular formula: C17H22AlBeCl8FKLiN2O8P
Method: DFT, ωB97M-V with the def2-TZVPD basis set

Computed properties:
Energy: -173026.8298 eV
Molecular weight: 798.00 u
Total charge: +1
Max |F|: 6.9 eV/A

Geometry (Å):
C: 1.85 -3.41 -0.66
C: 2.99 -2.66 -1.56
C: 2.37 -2.38 -3.05
Cl: 3.52 -1.41 -4.19
N: 0.94 -1.80 -3.03
N: 0.06 -2.66 -3.58
C: -1.29 -2.13 -3.52
C: -1.85 -0.76 -2.93
C: -3.45 -0.44 -2.95
Cl: -4.25 0.76 -4.13
C: -4.29 -1.19 -1.93
C: -5.90 -1.00 -1.73
Cl: -3.45 -2.43 -0.79
C: -0.73 0.25 -2.34
C: 0.73 -0.48 -2.47
C: 1.92 0.53 -1.85
Cl: 2.91 1.73 -2.89
C: 2.21 0.59 -0.37
C: 1.44 -0.31 0.76
Cl: 3.53 1.77 0.29
H: 0.90 -2.78 -0.42
H: 1.48 -4.34 -1.31
H: 2.32 -3.91 0.32
H: 3.86 -3.47 -1.72
H: 3.52 -1.75 -1.06
H: 2.39 -3.47 -3.56
H: -2.11 -2.85 -3.99
H: -6.14 0.13 -2.00
H: -6.55 -1.77 -2.34
H: -6.11 -1.08 -0.56
H: -0.94 1.30 -1.89
H: 1.32 0.39 1.72
H: 0.32 -0.54 0.42
H: 2.02 -1.26 1.12
C: 1.32 2.61 3.64
O: 0.58 2.16 2.77
O: 2.24 1.98 4.19
O: 1.27 3.75 4.10
K: -5.85 -1.32 -4.92
Li: 4.35 2.42 4.74
Cl: 5.85 -0.61 -5.42
Be: 5.85 0.15 -7.47
F: 3.75 -4.17 0.94
Cl: -4.02 0.00 4.41
C: -3.22 0.23 2.84
C: -2.53 -1.03 2.35
Cl: -1.10 -1.44 3.35
H: -2.52 1.07 2.94
H: -4.00 0.52 2.13
H: -2.17 -0.89 1.33
H: -3.20 -1.89 2.36
C: -0.34 4.42 -1.91
O: -1.16 3.85 -0.90
H: -0.76 4.17 -2.88
H: -0.32 5.50 -1.79
H: 0.67 4.01 -1.83
H: -0.76 4.08 -0.04
O: 3.74 4.27 9.71
P: 3.15 3.41 8.58
O: 4.26 3.06 7.57
O: 2.04 4.19 7.86
O: 2.57 2.11 9.17
Al: -5.25 -3.77 0.36



Molecular formula: C5H9NO
Method: DFT, ωB97M-V with the def2-TZVPD basis set

Computed properties:
Energy: -8864.9488 eV
Molecular weight: 99.13 u
Max |F|: 4.1 eV/A
ΔE to the lowest compared entry with this formula, charge and spin: 411.4 kJ/mol

Geometry (Å):
C: 0.91 -1.13 0.28
C: 0.88 1.14 0.35
C: -0.74 1.00 -0.08
C: -1.46 -0.13 0.76
C: -0.64 -0.94 -0.14
H: 1.37 -1.80 -0.47
H: 0.90 -1.50 1.35
H: 1.60 0.00 -1.20
H: 0.88 1.54 1.37
H: 1.24 1.94 -0.19
H: -1.51 1.70 -0.36
H: -1.12 -0.28 1.92
H: -2.55 -0.15 0.53
H: -0.91 -1.94 -0.60
N: 1.69 0.03 -0.07
O: -0.68 0.08 -1.12